The following is a DFT calculation (wB97M-V/def2-TZVPD) of 2 unconnected molecules or ions with the total composition C32H25BBr3F25NO5 at a distorted geometry.

Charge   +1
LUMO level   -5.04 eV
Kohn-Sham gap   7.15 eV

Positions of all 92 atoms, in Å:
C1 2.467 2.392 0.835
C2 3.105 1.398 1.887
O1 2.275 1.115 3.036
B1 1.984 -0.255 3.183
O2 2.360 -0.854 4.397
C3 1.250 -1.151 2.049
C4 2.199 -1.989 1.291
O3 3.536 -1.975 1.546
C5 1.568 -2.855 0.243
C6 2.608 -3.738 -0.494
C7 2.808 -3.333 -2.034
C8 4.295 -3.006 -2.382
F1 4.942 -2.197 -1.444
Br1 4.247 -1.942 -4.071
C9 5.193 -4.256 -2.700
F2 6.411 -3.828 -3.206
F3 4.649 -5.071 -3.659
Br2 5.618 -5.364 -1.132
C10 0.133 -2.807 -0.016
C11 -0.333 -3.807 -1.096
Br3 -0.876 -3.055 -2.837
C12 -1.286 -4.980 -0.538
C13 -0.388 -6.207 -0.056
N1 -0.726 -1.935 0.706
C14 -2.156 -1.818 0.449
F4 -2.751 -2.611 -0.478
F5 -2.788 -2.253 1.621
C15 -2.668 -0.350 0.035
F6 -3.397 0.237 1.069
F7 -1.651 0.519 -0.252
C16 -3.738 -0.278 -1.132
F8 -4.131 1.068 -1.092
F9 -4.919 -0.918 -0.840
C17 -3.291 -0.493 -2.618
F10 -2.019 -0.169 -2.925
F11 -4.073 0.350 -3.388
F12 -3.669 -1.742 -3.047
C18 -0.189 -1.151 1.756
C19 -0.982 -0.239 2.725
C20 -0.864 1.323 2.444
C21 -1.036 2.123 3.792
F13 -2.143 1.680 4.509
F14 0.051 1.830 4.624
C22 -1.012 3.692 3.604
F15 -0.019 3.970 2.692
F16 -0.609 4.222 4.817
C23 -2.365 4.325 3.076
F17 -2.041 5.065 1.952
F18 -3.257 3.368 2.605
C24 -3.152 5.163 4.150
F19 -3.338 4.453 5.316
F20 -4.435 5.369 3.659
C25 -2.539 6.579 4.507
F21 -2.372 6.597 5.885
F22 -1.305 6.829 3.975
C26 -3.465 7.816 4.179
F23 -4.575 7.874 4.963
F24 -2.729 8.935 4.515
F25 -3.744 7.951 2.855
H1 1.463 2.787 1.112
H2 3.180 3.226 0.605
H3 2.359 1.824 -0.137
H4 3.461 0.497 1.328
H5 4.035 1.898 2.285
H6 3.282 -0.558 4.540
H7 4.018 -1.597 0.783
H8 3.593 -3.811 0.021
H9 2.203 -4.792 -0.518
H10 2.130 -2.491 -2.325
H11 2.510 -4.205 -2.682
H12 0.516 -4.455 -1.447
H13 -1.873 -5.346 -1.414
H14 -1.900 -4.656 0.335
H15 -1.039 -6.911 0.515
H16 0.105 -6.723 -0.919
H17 0.424 -5.852 0.644
H18 -0.641 -0.354 3.799
H19 -2.070 -0.458 2.833
H20 0.133 1.510 1.981
H21 -1.641 1.726 1.754
C27 -0.416 0.301 -5.323
C28 -0.649 1.517 -5.814
C29 0.174 2.071 -6.914
O4 -0.035 3.178 -7.360
C30 1.264 1.220 -7.446
C31 1.495 0.005 -6.953
C32 0.672 -0.548 -5.853
O5 0.883 -1.660 -5.406
H22 -1.005 -0.120 -4.520
H23 -1.442 2.150 -5.436
H24 1.855 1.640 -8.249
H25 2.287 -0.631 -7.329